Run i
ORCA calculation (ωB97M-V/def2-TZVPD) on one molecule with the formula C4H2F2O.

Values from the calculation:
- lowest unoccupied orbital energy (alpha / beta) (eV) = -0.229 / -2.959
- multiplicity = 1
- highest occupied orbital energy (alpha / beta) (eV) = -10.94 / -8.67
- total charge = 0

Last column: Mulliken charge in e.
Element x y z (Å)
C -1.374 -2.397 0.642  0.10
C -0.522 -1.584 0.392  -0.53
C 0.302 -0.291 -0.148  0.47
C 1.726 -0.257 0.065  0.33
O -0.517 0.815 0.056  -0.50
F 2.278 0.101 1.150  -0.21
F 2.556 -1.029 -0.667  -0.20
H 0.103 -0.565 -1.145  0.18
H -0.661 0.898 1.086  0.38

***

Run ii
ORCA calculation (ωB97M-V/def2-TZVPD) on a 2-piece molecular cluster, C4H2F2O overall.

Values from the calculation:
- lowest unoccupied orbital energy (alpha / beta) (eV) = -1.628 / -1.629
- multiplicity = 1
- highest occupied orbital energy (alpha / beta) (eV) = -9.74 / -9.74
- total charge = 0

Last column: Mulliken charge in e.
Element x y z (Å)
C -2.730 0.339 -0.610  -0.32
C -1.575 0.642 -0.582  -0.43
C 0.887 0.793 0.160  0.30
C 1.331 -0.620 0.390  0.52
O 1.395 1.842 0.230  -0.22
F 2.599 -0.804 -0.038  -0.20
F 0.568 -1.516 -0.256  -0.18
H -3.758 0.159 -0.768  0.39
H 1.284 -0.836 1.473  0.14

***

Run iii
ORCA calculation (ωB97M-V/def2-TZVPD) on C4H2F2O as an isolated structure.

Values from the calculation:
- lowest unoccupied orbital energy (eV) = -1.446
- multiplicity = 1
- highest occupied orbital energy (eV) = -11.31
- total charge = 0

Last column: Mulliken charge in e.
Element x y z (Å)
C 1.505 -1.918 -0.050  -0.03
C 0.833 -0.888 0.054  0.00
C 0.379 0.516 -0.299  -0.31
C -0.169 -0.063 0.922  0.70
O -0.722 0.849 -1.722  -0.53
F -1.414 -0.533 0.800  -0.21
F 0.077 0.241 2.192  -0.21
H 1.028 1.404 -0.539  0.28
H -1.518 0.391 -1.358  0.32

***

List of relative energies, unit hartree: run i 0.0669; run ii 0.0000; run iii 0.0383

***

Run i
ORCA calculation (ωB97M-V/def2-TZVPD) on one molecule with the formula CH3NS2.

Values from the calculation:
- lowest unoccupied orbital energy (eV) = 0.261
- multiplicity = 1
- highest occupied orbital energy (eV) = -8.58
- total charge = 0

Last column: Mulliken charge in e.
Element x y z (Å)
C -0.807 -0.112 0.435  0.03
N 0.117 0.265 -0.413  -0.28
S -2.410 0.003 0.037  -0.35
S 1.783 0.345 0.120  -0.13
H -0.685 -0.516 1.508  0.28
H -0.173 0.887 -1.091  0.27
H 2.175 -0.873 -0.596  0.18

***

Run ii
ORCA calculation (ωB97M-V/def2-TZVPD) on one molecule with the formula CH3NS2.

Values from the calculation:
- lowest unoccupied orbital energy (eV) = -0.258
- multiplicity = 1
- highest occupied orbital energy (eV) = -8.86
- total charge = 0

Last column: Mulliken charge in e.
Element x y z (Å)
C -0.957 1.195 -0.583  -0.08
N 0.990 -0.689 0.545  -0.51
S -1.952 0.111 -1.156  -0.26
S 0.471 0.935 0.460  0.08
H 0.954 -1.271 -0.274  0.27
H 0.508 -1.266 1.251  0.26
H -0.767 2.277 -0.770  0.24

***

Run iii
ORCA calculation (ωB97M-V/def2-TZVPD) on a 2-piece molecular cluster, CH3NS2 overall.

Values from the calculation:
- lowest unoccupied orbital energy (eV) = -0.290
- multiplicity = 1
- highest occupied orbital energy (eV) = -9.76
- total charge = 0

Last column: Mulliken charge in e.
Element x y z (Å)
C -2.018 0.257 -0.266  0.41
N 1.616 0.100 0.094  -0.64
S -2.057 1.738 -0.743  -0.21
S -2.198 -1.200 0.336  -0.20
H 1.662 -0.342 -0.753  0.23
H 2.209 -0.433 0.675  0.22
H 0.786 -0.121 0.656  0.20

***

Run iv
ORCA calculation (ωB97M-V/def2-TZVPD) on a 2-piece molecular cluster, CH3NS2 overall.

Values from the calculation:
- lowest unoccupied orbital energy (eV) = 0.687
- multiplicity = 1
- highest occupied orbital energy (eV) = -9.44
- total charge = 0

Last column: Mulliken charge in e.
Element x y z (Å)
C 0.293 1.288 -0.784  0.43
N 0.601 0.189 -1.101  -0.37
S -0.204 2.648 -0.295  -0.37
S -0.424 -1.691 0.964  -0.28
H -0.738 -0.489 0.652  0.11
H 0.229 -0.602 -1.452  0.32
H 0.243 -1.343 2.016  0.15

***

List of relative energies, unit hartree: run i 0.0323; run ii 0.0266; run iii 0.0000; run iv 0.0202

***

Run i
ORCA calculation (ωB97M-V/def2-TZVPD) on C6H15N3 as an isolated structure.

Values from the calculation:
- lowest unoccupied orbital energy (eV) = 0.805
- multiplicity = 1
- highest occupied orbital energy (eV) = -8.50
- total charge = 0

Last column: Mulliken charge in e.
Element x y z (Å)
C 0.351 0.264 0.597  -0.78
C -2.334 -1.145 0.783  -0.66
C 2.119 1.312 -0.683  -1.16
C 0.846 2.613 0.872  -0.98
N -1.067 -1.737 0.527  0.18
N 0.828 1.481 -0.038  0.04
C -0.481 -0.634 -0.318  0.48
N -1.216 -3.039 -0.013  -0.74
C -0.180 -0.883 -1.627  -1.12
H -1.577 -3.029 -0.968  0.26
H -0.300 -3.473 -0.026  0.27
H 1.178 -0.353 0.987  0.19
H -0.279 0.532 1.447  0.51
H -1.888 -0.043 0.060  0.27
H -3.184 -1.533 0.219  0.30
H -2.496 -0.974 1.842  0.28
H 2.345 2.195 -1.282  0.35
H 2.094 0.446 -1.339  0.36
H 2.936 1.168 0.045  0.38
H 1.148 3.507 0.324  0.33
H 1.544 2.478 1.715  0.36
H -0.155 2.786 1.268  0.33
H -0.313 -1.850 -2.086  0.21
H 0.079 -0.089 -2.306  0.36

***

Run ii
ORCA calculation (ωB97M-V/def2-TZVPD) on one molecule with the formula C6H15N3.

Values from the calculation:
- lowest unoccupied orbital energy (eV) = 0.892
- multiplicity = 1
- highest occupied orbital energy (eV) = -9.06
- total charge = 0

Last column: Mulliken charge in e.
Element x y z (Å)
C 0.157 -0.207 0.480  1.25
C 1.311 0.785 1.046  -0.59
C 0.702 -1.633 0.322  -1.58
C -0.991 -0.211 1.499  -1.88
C 2.424 1.146 0.073  -1.24
N -0.227 0.345 -0.814  -0.36
C -1.429 -0.089 -1.454  0.35
N -2.506 0.629 -1.085  -0.45
N -1.427 -1.002 -2.344  -0.75
H 0.500 0.075 -1.477  0.38
H -3.262 0.661 -1.756  0.23
H -2.253 1.544 -0.733  0.27
H -2.380 -1.156 -2.687  0.20
H 1.745 0.301 1.929  0.36
H 0.841 1.713 1.392  0.37
H 1.541 -1.674 -0.379  0.39
H -0.634 -0.517 2.488  0.43
H -0.073 -2.302 -0.070  0.40
H 1.041 -2.035 1.283  0.40
H -1.782 -0.911 1.209  0.42
H -1.443 0.782 1.592  0.40
H 2.054 1.804 -0.720  0.29
H 2.871 0.261 -0.388  0.30
H 3.220 1.688 0.595  0.39

***

List of relative energies, unit hartree: run i 0.1860; run ii 0.0000

***

Run i
ORCA calculation (ωB97M-V/def2-TZVPD) on C5H6N as an isolated structure.

Values from the calculation:
- lowest unoccupied orbital energy (eV) = -6.000
- multiplicity = 1
- highest occupied orbital energy (eV) = -15.32
- total charge = +1

Last column: Mulliken charge in e.
Element x y z (Å)
C 1.769 -0.116 -0.114  0.60
C -1.614 0.198 0.207  -0.63
C -0.698 -0.922 -0.039  -0.40
C -0.351 1.039 -0.152  -0.07
C 2.977 -0.364 -0.043  -0.71
N 0.445 0.041 -0.213  0.08
H 3.353 0.377 0.467  0.34
H -2.276 0.521 -0.545  0.32
H -2.028 0.364 1.101  0.38
H -0.738 -1.568 -0.956  0.30
H -0.501 -1.610 0.752  0.35
H -0.337 2.040 -0.465  0.45

***

Run ii
ORCA calculation (ωB97M-V/def2-TZVPD) on an isolated ion of composition C5H6N and charge +1.

Values from the calculation:
- lowest unoccupied orbital energy (eV) = -5.571
- multiplicity = 1
- highest occupied orbital energy (eV) = -14.23
- total charge = +1

Last column: Mulliken charge in e.
Element x y z (Å)
C 3.047 1.015 -0.763  0.18
C 1.986 0.565 -0.414  -0.54
C -2.680 0.060 0.221  -0.10
C 0.929 -0.130 0.365  -0.52
C -0.384 -0.747 -0.165  -0.01
N -1.533 -0.318 -0.099  0.05
H 3.734 1.563 -1.333  0.43
H -3.511 0.447 -0.371  0.28
H -3.107 -0.031 1.224  0.27
H 1.360 -1.016 0.852  0.30
H 0.547 0.381 1.191  0.33
H -0.388 -1.787 -0.708  0.34

***

List of relative energies, unit hartree: run i 0.0665; run ii 0.0000

***

Run i
ORCA calculation (ωB97M-V/def2-TZVPD) on a 13-piece molecular cluster, H26O13 overall.

Values from the calculation:
- lowest unoccupied orbital energy (alpha / beta) (eV) = -3.122 / -10.714
- multiplicity = 2
- highest occupied orbital energy (alpha / beta) (eV) = -14.00 / -13.99
- total charge = +1

Last column: Mulliken charge in e.
Element x y z (Å)
O 0.339 1.278 -3.068  -0.65
H 0.670 1.792 -3.805  0.29
H 1.126 0.961 -2.624  0.33
O -0.539 2.374 3.411  -0.70
H -0.554 1.480 3.071  0.31
H 0.284 2.433 3.896  0.33
O -0.366 -0.530 0.234  -0.19
H -0.353 -0.579 -0.722  0.07
H -0.099 0.368 0.432  0.10
O -0.755 -3.937 -1.135  -0.63
H -1.016 -3.076 -1.459  0.37
H -0.627 -3.811 -0.194  0.33
O -3.197 -1.601 0.449  -0.71
H -2.247 -1.533 0.355  0.37
H -3.366 -2.542 0.499  0.37
O -2.751 0.927 1.564  0.04
H -2.771 -0.009 1.365  0.45
H -2.341 1.327 0.797  0.44
O 3.046 0.073 1.701  -0.62
H 3.673 0.238 2.405  0.33
H 2.415 0.790 1.767  0.34
O 1.836 -2.458 -1.786  -0.63
H 1.871 -2.780 -2.687  0.31
H 0.908 -2.499 -1.553  0.30
O 0.787 2.067 1.041  -0.49
H 1.241 2.728 0.518  0.28
H 0.834 2.396 1.938  0.21
O -1.066 -1.475 -2.178  -0.55
H -0.494 -1.180 -2.887  0.25
H -1.953 -1.327 -2.507  0.26
O 2.751 1.330 -1.231  -0.64
H 3.246 0.645 -1.681  0.30
H 2.352 0.886 -0.483  0.31
O 0.269 -0.421 2.985  -0.61
H 1.183 -0.700 3.046  0.36
H 0.030 -0.579 2.072  0.39
O -1.748 2.080 -1.076  -0.63
H -0.954 1.847 -1.558  0.28
H -1.664 3.019 -0.914  0.33

***

Run ii
ORCA calculation (ωB97M-V/def2-TZVPD) on a 13-piece molecular cluster, H26O13 overall.

Values from the calculation:
- lowest unoccupied orbital energy (alpha / beta) (eV) = -2.964 / -9.819
- multiplicity = 2
- highest occupied orbital energy (alpha / beta) (eV) = -14.23 / -14.01
- total charge = +1

Last column: Mulliken charge in e.
Element x y z (Å)
O -1.716 1.200 -1.479  -0.65
H -1.102 1.934 -1.468  0.31
H -1.642 0.837 -2.362  0.24
O -2.330 -1.901 2.573  -0.57
H -2.826 -1.099 2.410  0.35
H -1.414 -1.642 2.469  0.17
O 3.392 0.540 -0.745  -0.65
H 4.237 0.897 -0.473  0.29
H 3.221 0.948 -1.594  0.35
O 0.140 2.103 2.523  -0.65
H -0.741 2.031 2.891  0.31
H 0.548 1.257 2.708  0.27
O 2.735 -1.909 -1.354  -0.33
H 1.922 -1.854 -1.856  0.43
H 2.899 -1.012 -1.063  0.47
O 0.515 -0.671 2.964  -0.67
H 1.147 -0.333 3.598  0.30
H 0.250 -1.520 3.319  0.24
O 0.747 2.897 0.098  -0.59
H 0.681 2.652 1.021  0.33
H 1.059 3.802 0.112  0.28
O -0.324 -3.372 -0.188  -0.35
H -0.037 -2.471 -0.044  0.37
H -1.115 -3.290 -0.721  0.51
O -2.649 0.437 0.873  -0.51
H -2.324 0.698 0.012  0.31
H -3.477 0.909 0.971  0.29
O 1.693 2.432 -2.411  -0.63
H 1.732 2.545 -1.461  0.38
H 2.550 2.724 -2.722  0.32
O -2.590 -2.221 -1.224  -0.67
H -2.462 -1.674 -0.449  0.35
H -3.324 -1.815 -1.685  0.32
O 0.215 -0.612 0.158  -0.13
H -0.071 -0.652 1.070  0.14
H 0.681 0.221 0.088  0.04
O 0.011 -1.340 -2.370  -0.59
H 0.076 -1.151 -1.434  0.34
H -0.308 -0.526 -2.758  0.29

***

List of relative energies, unit hartree: run i 0.0000; run ii 0.0037

***

Run i
ORCA calculation (ωB97M-V/def2-TZVPD) on a 2-piece molecular cluster, C2H7S2 overall.

Values from the calculation:
- lowest unoccupied orbital energy (eV) = 3.674
- multiplicity = 1
- highest occupied orbital energy (eV) = -3.03
- total charge = -1

Last column: Mulliken charge in e.
Element x y z (Å)
S 2.110 -0.685 -0.286  -0.81
H 2.408 -1.651 0.685  -0.03
C -1.649 -0.589 1.374  -0.92
C -0.895 0.607 0.867  -0.36
S -0.909 0.819 -0.948  -0.29
H -1.354 -1.525 0.954  0.27
H -2.687 -0.525 0.966  0.26
H -1.646 -0.712 2.451  0.31
H -1.135 1.548 1.377  0.29
H 0.183 0.508 1.022  0.20
H 0.274 0.105 -1.163  0.08

***

Run ii
ORCA calculation (ωB97M-V/def2-TZVPD) on a 2-piece molecular cluster, C2H7S2 overall.

Values from the calculation:
- lowest unoccupied orbital energy (eV) = 3.469
- multiplicity = 1
- highest occupied orbital energy (eV) = -2.78
- total charge = -1

Last column: Mulliken charge in e.
Element x y z (Å)
S -0.236 -2.368 0.713  -0.85
H -0.999 -3.293 0.030  -0.05
C 1.724 0.668 0.491  -0.55
C 0.352 1.550 0.210  -0.55
S -0.814 1.385 -1.107  -0.23
H 1.448 -0.425 0.593  0.06
H 2.257 0.851 -0.424  0.24
H 2.331 1.091 1.420  0.22
H 0.674 2.617 0.213  0.32
H -0.331 1.451 1.133  0.29
H -1.033 0.137 -0.862  0.11

***

List of relative energies, unit hartree: run i 0.0000; run ii 0.0227